Entry 1:
A structure of composition C22H28B2N12O4ReSe at a distorted geometry, computed with ωB97M-V with the def2-TZVPD basis set.

Positions of all 70 atoms, in Å:
Re (-0.037, -0.295, 0.548)
C (-3.540, 0.574, 1.297)
C (-2.414, 1.495, 1.619)
C (-2.561, 2.752, 2.193)
C (-1.293, 3.278, 2.301)
N (-0.413, 2.388, 1.839)
N (-1.084, 1.294, 1.404)
B (1.062, 2.690, 1.466)
N (1.083, 2.729, -0.063)
C (1.555, 3.607, -0.954)
C (1.181, 3.195, -2.206)
C (0.468, 2.004, -2.031)
C (-0.182, 1.262, -3.156)
N (0.436, 1.714, -0.707)
N (2.018, 1.530, 1.813)
C (3.258, 1.663, 2.289)
C (3.993, 0.561, 1.929)
C (3.141, -0.247, 1.186)
C (3.560, -1.528, 0.559)
N (1.922, 0.356, 1.117)
N (1.449, 3.946, 2.181)
C (1.300, 5.255, 1.837)
C (1.516, 6.004, 2.958)
C (1.781, 5.064, 3.984)
C (2.054, 5.330, 5.431)
N (1.728, 3.830, 3.514)
H (-4.466, 1.043, 1.619)
H (-3.436, -0.386, 1.799)
H (-3.602, 0.381, 0.227)
H (-3.491, 3.208, 2.487)
H (-0.967, 4.233, 2.683)
H (2.129, 4.463, -0.640)
H (1.378, 3.680, -3.147)
H (-0.177, 1.901, -4.037)
H (-1.209, 0.995, -2.923)
H (0.354, 0.348, -3.400)
H (3.528, 2.530, 2.867)
H (5.029, 0.363, 2.149)
H (4.648, -1.567, 0.561)
H (3.223, -1.598, -0.465)
H (3.188, -2.390, 1.111)
H (1.030, 5.560, 0.839)
H (1.494, 7.079, 3.042)
H (2.514, 6.308, 5.566)
H (2.712, 4.567, 5.843)
H (1.125, 5.315, 6.002)
B (-0.534, -3.276, 2.466)
N (-0.096, -1.997, 3.203)
C (0.048, -1.912, 4.519)
C (0.246, -0.585, 4.875)
C (0.215, 0.106, 3.686)
N (0.011, -0.758, 2.663)
N (0.270, -3.375, 1.142)
C (0.515, -4.509, 0.506)
C (1.086, -4.239, -0.732)
C (1.148, -2.876, -0.792)
N (0.678, -2.333, 0.364)
H (-0.289, -4.228, 3.157)
H (-1.714, -3.228, 2.225)
H (0.001, -2.799, 5.129)
H (0.393, -0.181, 5.861)
H (0.340, 1.160, 3.535)
H (0.262, -5.449, 0.970)
H (1.386, -4.938, -1.494)
H (1.506, -2.261, -1.597)
O (-0.252, -0.651, -1.342)
Se (-1.816, -1.464, -1.342)
O (-1.707, -2.936, -1.924)
O (-1.790, -1.375, 0.363)
O (-2.879, -0.443, -1.952)

Properties
2S+1: 3
Net charge: +1
Max |F|, Eh/bohr: 0.0219
Expectation value of S²: 2.02
Electronic energy, hartree: -4342.42334

Entry 2:
A structure of composition C22H28BaN6O7S2 at a distorted geometry, computed with ωB97M-V with the def2-TZVPD basis set.

Positions of all 66 atoms, in Å:
Ba (0.200, -1.592, -1.239)
O (1.863, 0.022, -1.739)
S (2.559, -0.165, -0.452)
O (2.526, 0.935, 0.455)
N (1.992, -1.519, 0.187)
C (2.648, -2.590, -0.403)
O (2.124, -3.674, -0.603)
C (4.034, -2.188, -0.848)
C (5.091, -2.991, -1.209)
C (6.285, -2.368, -1.563)
C (6.399, -0.979, -1.570)
C (5.321, -0.164, -1.229)
C (4.157, -0.804, -0.861)
H (4.988, -4.069, -1.201)
H (7.142, -2.971, -1.839)
H (7.340, -0.521, -1.850)
H (5.398, 0.917, -1.248)
C (0.595, -0.403, 4.051)
C (0.057, -1.729, 3.535)
C (1.147, -2.799, 3.628)
C (-1.156, -2.152, 4.351)
N (-0.369, -1.459, 2.139)
N (-0.543, -2.594, 1.282)
H (0.839, -0.475, 5.113)
H (-0.153, 0.385, 3.916)
H (1.501, -0.112, 3.506)
H (1.566, -2.821, 4.638)
H (1.963, -2.583, 2.929)
H (0.762, -3.801, 3.417)
H (-0.893, -2.275, 5.407)
H (-1.556, -3.110, 3.999)
H (-1.942, -1.398, 4.268)
H (0.350, -0.892, 1.703)
H (-1.379, -3.082, 1.569)
H (0.243, -3.242, 1.365)
S (-2.739, -2.752, -1.852)
C (-3.651, -1.325, -1.741)
N (-4.379, -0.875, -2.783)
C (-5.023, 0.439, -2.854)
C (-4.369, 1.366, -1.853)
C (-4.363, 0.692, -0.500)
N (-3.704, -0.608, -0.605)
H (-4.273, -1.423, -3.618)
H (-6.091, 0.344, -2.649)
H (-4.910, 0.821, -3.865)
H (-4.893, 2.319, -1.806)
H (-3.335, 1.553, -2.170)
H (-5.385, 0.555, -0.142)
H (-3.826, 1.286, 0.237)
H (-2.956, -0.812, 0.041)
O (-0.964, 0.249, -2.435)
C (-0.868, 0.767, -1.303)
O (-0.940, 0.087, -0.215)
C (-0.647, 2.252, -1.165)
C (-0.492, 2.850, 0.080)
C (-0.293, 4.221, 0.171)
C (-0.259, 4.954, -0.997)
C (-0.414, 4.390, -2.242)
C (-0.609, 3.021, -2.319)
N (-0.037, 6.430, -0.919)
O (0.024, 7.042, -1.966)
O (0.095, 6.928, 0.179)
H (-0.523, 2.230, 0.967)
H (-0.161, 4.718, 1.121)
H (-0.380, 5.014, -3.123)
H (-0.732, 2.530, -3.277)

Properties
Max |F|, Eh/bohr: 0.1643
ΔE to the lowest compared entry with this formula, charge and spin, kcal per mole: 59.9
Electronic energy, hartree: -2532.22478

Entry 3:
A structure of composition C22H28Br2ClIrN2O5Si2 at a distorted geometry, computed with ωB97M-V with the def2-TZVPD basis set.

Positions of all 63 atoms, in Å:
Ir (0.626, 0.157, 0.174)
C (-3.324, 2.813, 1.094)
Si (-1.485, 2.380, 1.148)
C (-1.288, 1.454, 2.805)
C (-0.302, 3.883, 0.977)
C (-1.244, 1.072, -0.267)
C (-2.140, -0.057, -0.229)
C (-3.483, -0.143, -0.558)
C (-4.113, -1.383, -0.552)
C (-3.390, -2.520, -0.329)
C (-2.029, -2.383, -0.033)
N (-1.440, -1.215, -0.025)
Si (-1.274, 1.668, -2.122)
C (-1.608, 0.184, -3.203)
C (-2.653, 2.865, -2.430)
C (0.364, 2.502, -2.587)
H (-3.532, 3.646, 1.722)
H (-3.972, 1.954, 1.380)
H (-3.573, 3.086, 0.038)
H (-1.719, 2.065, 3.521)
H (-0.267, 1.412, 3.136)
H (-1.598, 0.411, 2.972)
H (-0.572, 4.746, 1.619)
H (-0.332, 4.197, -0.110)
H (0.754, 3.594, 1.232)
H (-4.055, 0.744, -0.826)
H (-5.195, -1.382, -0.764)
H (-3.820, -3.550, -0.339)
H (-1.403, -3.223, 0.262)
H (-2.570, 0.286, -3.658)
H (-1.477, -0.786, -2.720)
H (-0.906, 0.233, -4.014)
H (-3.686, 2.482, -2.365)
H (-2.562, 3.263, -3.427)
H (-2.660, 3.747, -1.784)
H (1.060, 1.722, -2.980)
H (0.883, 3.160, -1.933)
H (0.100, 3.073, -3.467)
O (3.729, 0.775, 0.954)
Cl (3.739, 1.094, -0.469)
O (4.430, 0.101, -1.218)
O (2.243, 1.110, -0.876)
O (4.179, 2.407, -0.654)
C (1.529, -2.271, -2.152)
C (2.020, -2.714, -0.833)
C (2.624, -3.945, -0.635)
C (3.158, -4.176, 0.642)
C (3.026, -3.216, 1.643)
C (3.659, -3.314, 2.930)
Br (4.502, -4.888, 3.503)
C (3.491, -2.306, 3.931)
C (2.711, -1.196, 3.724)
Br (2.542, -0.041, 5.127)
C (2.081, -1.083, 2.431)
O (1.285, -0.129, 2.242)
C (2.326, -2.040, 1.396)
N (1.780, -1.830, 0.175)
H (0.428, -2.488, -2.184)
H (2.041, -2.821, -2.953)
H (1.690, -1.200, -2.311)
H (2.842, -4.560, -1.513)
H (3.799, -5.011, 0.867)
H (4.032, -2.414, 4.876)

Properties
2S+1: 6
Net charge: +1
Max |F|, Eh/bohr: 0.0486
Expectation value of S²: 8.79
Electronic energy, hartree: -7631.79738